Entry 1:
{
  "formula": "C2H3NOS2",
  "method": "ωB97M-V with the def2-TZVPD basis set",
  "e_tot_ha": -1004.1842,
  "e_homo_ha": [-0.28695, -0.28699],
  "relative_energy_kj_mol": 533.8,
  "spin_multiplicity": 1,
  "elements": ["C", "C", "N", "O", "S", "S", "H", "H", "H"],
  "xyz": [[-0.04, 0.52, 0.16], [0.25, -0.02, -1.20], [-0.33, -0.19, 1.17], [0.25, -1.28, -1.45], [-0.70, 0.10, 2.80], [-0.16, -1.75, 1.66], [0.00, 1.66, 0.23], [-0.52, 0.43, -1.78], [1.25, 0.54, -1.59]],
  "mulliken_charge": [0.23, -0.30, 0.07, -0.70, -0.11, 0.09, 0.30, 0.24, 0.19]
}

Entry 2:
{
  "formula": "C26H29N3O4S",
  "method": "ωB97M-V with the def2-TZVPD basis set",
  "e_tot_ha": -1871.6347,
  "e_homo_ha": -0.29245,
  "relative_energy_kj_mol": 13.3,
  "spin_multiplicity": 1,
  "elements": ["C", "C", "O", "N", "C", "C", "C", "C", "C", "C", "H", "H", "N", "C", "O", "C", "C", "C", "C", "C", "C", "H", "H", "N", "S", "O", "O", "C", "C", "C", "C", "C", "C", "C", "H", "H", "H", "H", "H", "C", "C", "H", "H", "H", "C", "H", "H", "H", "C", "H", "H", "H", "H", "H", "H", "H", "H", "H", "H", "H", "H", "H", "H"],
  "xyz": [[11.68, -0.73, -0.08], [10.29, -0.70, 0.53], [10.05, -1.08, 1.65], [9.37, -0.20, -0.34], [7.99, -0.01, -0.16], [7.25, 0.51, -1.22], [5.90, 0.73, -1.10], [5.24, 0.43, 0.09], [5.98, -0.10, 1.15], [7.34, -0.32, 1.04], [7.90, -0.72, 1.86], [5.49, -0.33, 2.08], [3.87, 0.63, 0.28], [2.96, 1.19, -0.57], [3.22, 1.62, -1.67], [1.58, 1.25, 0.00], [0.78, 2.33, -0.35], [-0.50, 2.45, 0.14], [-1.03, 1.46, 0.97], [-0.24, 0.36, 1.30], [1.06, 0.26, 0.83], [1.64, -0.62, 1.08], [-0.64, -0.41, 1.94], [-2.31, 1.58, 1.49], [-3.70, 2.21, 0.77], [-3.33, 3.32, -0.05], [-4.59, 2.43, 1.86], [-4.32, 0.83, -0.20], [-5.37, 0.15, 0.39], [-5.96, -0.95, -0.23], [-5.44, -1.33, -1.46], [-4.39, -0.64, -2.04], [-3.80, 0.46, -1.43], [-2.66, 1.17, -2.08], [-2.69, 2.23, -1.83], [-1.71, 0.77, -1.73], [-2.71, 1.05, -3.16], [-4.01, -0.96, -3.01], [-5.86, -2.17, -1.99], [-7.13, -1.71, 0.37], [-8.33, -1.59, -0.58], [-8.60, -0.55, -0.72], [-8.11, -2.02, -1.55], [-9.19, -2.12, -0.16], [-6.74, -3.18, 0.54], [-6.50, -3.65, -0.41], [-5.87, -3.27, 1.19], [-7.56, -3.73, 0.99], [-7.54, -1.16, 1.74], [-6.73, -1.23, 2.45], [-8.38, -1.73, 2.12], [-7.86, -0.12, 1.66], [-5.72, 0.52, 1.34], [-2.56, 0.89, 2.18], [-1.11, 3.30, -0.11], [1.19, 3.08, -1.01], [3.54, 0.37, 1.20], [5.34, 1.14, -1.93], [7.75, 0.75, -2.15], [9.70, 0.07, -1.25], [11.99, 0.28, -0.35], [12.38, -1.13, 0.65], [11.70, -1.35, -0.97]],
  "mulliken_charge": [-1.30, 0.80, -0.62, -0.17, 0.77, -0.79, -0.68, 0.58, -0.82, -0.52, 0.51, 0.31, -0.13, 0.50, -0.68, 0.41, -0.64, -0.42, 0.85, -0.82, -0.91, 0.43, 0.34, -0.26, 1.12, -0.67, -0.72, 0.11, -0.43, 0.27, -0.60, -1.38, 0.96, -1.77, 0.35, 0.23, 0.51, 0.40, 0.37, 2.04, -1.61, 0.38, 0.34, 0.45, -1.62, 0.33, 0.38, 0.45, -2.08, 0.43, 0.43, 0.42, 0.79, 0.26, 0.54, 0.42, 0.18, 0.52, 0.26, 0.18, 0.33, 0.35, 0.33]
}

Entry 3:
{
  "formula": "C5H13N2O",
  "method": "ωB97M-V with the def2-TZVPD basis set",
  "s_squared": 0.753,
  "e_tot_ha": -382.8837,
  "e_homo_ha": [-0.14568, -0.32889],
  "relative_energy_kj_mol": 336.5,
  "spin_multiplicity": 2,
  "elements": ["C", "O", "C", "C", "C", "N", "C", "N", "H", "H", "H", "H", "H", "H", "H", "H", "H", "H", "H", "H", "H"],
  "xyz": [[-1.37, 1.49, -0.28], [-2.03, 2.47, 0.38], [0.03, 1.47, 0.36], [1.03, 0.80, -0.64], [1.65, -0.55, -0.17], [-0.31, -2.76, -0.33], [-0.04, -2.05, 0.84], [0.81, -1.08, 0.98], [-1.37, 1.77, -1.38], [-2.05, 0.48, -0.10], [-2.96, 2.38, 0.15], [0.30, 1.21, 1.29], [0.29, 2.58, 0.39], [0.27, 0.71, -1.49], [1.89, 1.44, -1.12], [1.78, -1.40, -1.00], [2.66, -0.23, 0.12], [-0.12, -2.16, -1.18], [-1.00, -3.49, -0.36], [-0.51, -2.47, 1.73], [1.06, -0.61, 1.83]],
  "mulliken_charge": [-0.52, -0.50, -0.66, -0.42, -0.85, -0.43, -0.39, -0.13, 0.31, 0.24, 0.33, 0.61, 0.24, 0.19, 0.35, 0.28, 0.32, 0.15, 0.21, 0.41, 0.26]
}

Entry 4:
{
  "formula": "H22O11",
  "method": "ωB97M-V with the def2-TZVPD basis set",
  "e_tot_ha": -840.7940,
  "e_homo_ha": -0.38200,
  "relative_energy_kj_mol": 226.1,
  "spin_multiplicity": 1,
  "elements": ["O", "H", "H", "O", "H", "H", "O", "H", "H", "O", "H", "H", "O", "H", "H", "O", "H", "H", "O", "H", "H", "O", "H", "H", "O", "H", "H", "O", "H", "H", "O", "H", "H"],
  "xyz": [[-11.86, -1.91, -0.28], [-11.48, -1.05, -0.51], [-11.53, -2.62, -0.84], [-4.90, -4.04, -0.08], [-4.00, -4.16, -0.29], [-4.92, -4.40, 0.81], [-10.56, -3.25, 2.12], [-9.91, -2.71, 1.70], [-10.76, -3.87, 1.44], [-7.54, -4.75, -2.66], [-7.06, -3.91, -2.58], [-6.89, -5.48, -2.77], [-6.09, -2.50, -2.51], [-5.24, -2.82, -2.17], [-6.36, -1.79, -1.94], [-10.70, -3.76, -2.13], [-9.99, -3.13, -2.14], [-10.77, -3.93, -3.06], [-7.29, -2.93, 2.28], [-7.53, -3.10, 1.37], [-7.25, -2.00, 2.19], [-8.20, -3.82, -0.09], [-8.95, -4.13, -0.63], [-7.40, -3.76, -0.63], [-4.79, -1.60, 0.49], [-5.02, -2.53, 0.38], [-4.01, -1.45, -0.10], [-9.61, -6.44, -1.74], [-9.25, -6.59, -0.82], [-9.20, -5.65, -2.14], [-9.00, -1.65, -1.88], [-9.73, -1.05, -1.62], [-8.50, -1.62, -1.08]],
  "mulliken_charge": [-0.59, 0.26, 0.37, -0.62, 0.29, 0.31, -0.59, 0.30, 0.28, -0.56, 0.33, 0.26, -0.67, 0.30, 0.32, -0.62, 0.35, 0.34, -0.58, 0.30, 0.33, -0.53, 0.11, 0.32, -0.68, 0.43, 0.29, -0.63, 0.32, 0.34, -0.66, 0.21, 0.36]
}

Entry 5:
{
  "formula": "C18H35ClFINO17P3S",
  "method": "ωB97M-V with the def2-TZVPD basis set",
  "e_tot_ha": -4320.7846,
  "e_homo_ha": -0.35144,
  "spin_multiplicity": 1,
  "elements": ["C", "C", "O", "O", "C", "O", "C", "C", "F", "N", "C", "O", "C", "C", "C", "C", "C", "S", "O", "O", "Cl", "C", "I", "P", "O", "O", "O", "H", "H", "H", "H", "H", "H", "H", "H", "H", "H", "H", "H", "H", "H", "H", "H", "H", "C", "O", "P", "O", "O", "C", "O", "C", "H", "H", "H", "H", "H", "H", "H", "H", "H", "C", "O", "P", "O", "O", "C", "O", "C", "H", "H", "H", "H", "H", "H", "H", "H", "H"],
  "xyz": [[-4.67, 3.88, 1.09], [-3.24, 4.38, 1.14], [-2.63, 4.60, 0.13], [-2.68, 4.61, 2.39], [-1.38, 4.05, 2.53], [-0.43, 4.68, 2.21], [-1.36, 2.67, 3.16], [-0.72, 1.59, 2.28], [0.47, 1.07, 2.78], [-0.32, 2.13, 0.98], [-0.89, 1.48, -0.11], [-0.46, 1.36, -1.22], [-2.21, 0.92, 0.52], [-3.14, 0.04, -0.31], [-3.31, 0.56, -1.75], [-4.56, 0.01, -2.44], [-4.91, 0.76, -3.74], [-3.49, 1.37, -4.66], [-2.54, 0.34, -4.88], [-2.98, 2.57, -4.09], [-4.30, 1.85, -6.50], [-1.58, 0.37, 1.81], [-0.22, -1.21, 1.07], [-2.61, -0.59, 2.99], [-3.62, -1.39, 2.30], [-3.36, 0.35, 4.07], [-1.67, -1.60, 3.82], [-5.06, 4.15, 0.11], [-4.70, 2.79, 1.18], [-5.30, 4.39, 1.82], [-0.74, 2.76, 4.06], [-2.37, 2.43, 3.50], [0.66, 2.39, 0.90], [-2.83, 1.76, 0.85], [-2.89, -1.02, -0.27], [-4.13, 0.11, 0.16], [-2.42, 0.26, -2.31], [-3.27, 1.66, -1.72], [-4.42, -1.06, -2.60], [-5.40, 0.17, -1.75], [-5.47, 0.12, -4.43], [-5.54, 1.63, -3.54], [-2.92, 0.32, 4.93], [-2.25, -2.18, 4.33], [0.61, -6.27, 3.10], [1.33, -6.75, 1.95], [2.33, -5.65, 1.20], [1.31, -4.90, 0.40], [3.09, -6.82, 0.37], [2.54, -8.11, 0.13], [3.66, -4.69, 1.04], [4.01, -4.28, -0.28], [0.04, -7.10, 3.51], [1.30, -5.90, 3.86], [-0.08, -5.47, 2.81], [1.55, -8.04, -0.33], [2.48, -8.68, 1.06], [3.20, -8.63, -0.55], [3.24, -3.64, -0.71], [4.19, -5.14, -0.93], [4.93, -3.71, -0.21], [2.25, 1.62, -1.93], [3.48, 2.25, -2.34], [4.69, 2.29, -1.19], [4.22, 3.45, -0.37], [5.83, 2.67, -2.28], [5.55, 3.27, -3.54], [5.82, 1.60, -0.21], [6.80, 2.46, 0.34], [1.56, 1.62, -2.77], [2.43, 0.59, -1.62], [1.80, 2.18, -1.11], [4.96, 4.18, -3.42], [5.03, 2.57, -4.20], [6.50, 3.53, -4.00], [6.35, 3.19, 1.01], [7.36, 2.97, -0.45], [7.49, 1.84, 0.91]],
  "mulliken_charge": [-1.04, 0.81, -0.47, -0.37, 0.32, -0.47, -1.07, 1.91, -0.41, 0.17, -0.04, -0.52, 1.72, -1.55, -0.99, -0.71, -0.85, 1.22, -0.55, -0.50, -0.28, -1.29, 0.31, 0.90, -0.70, -0.56, -0.48, 0.35, 0.18, 0.38, 0.55, 0.45, 0.24, -1.15, 0.52, 0.53, 0.62, 0.63, 0.30, 0.37, 0.52, 0.44, 0.31, 0.32, -0.74, -0.27, 1.03, -0.58, -0.32, -0.58, -0.40, -0.56, 0.25, 0.32, 0.32, 0.28, 0.24, 0.26, 0.25, 0.27, 0.26, -0.70, -0.33, 1.07, -0.66, -0.33, -0.60, -0.38, -0.58, 0.31, 0.35, 0.20, 0.29, 0.24, 0.26, 0.27, 0.27, 0.23]
}